A molecular structure, C45H53Cl2F6NO10PS4SbSr in a non-equilibrium geometry. Source: the Open Molecules 2025 dataset; level of theory: ωB97M-V with the def2-TZVPD basis set.

**E_LUMO**: 0.0078 Eh
**HOMO-LUMO gap**: 8.49 eV
**ΔE to the lowest compared entry with this formula, charge and spin**: 37.2 kJ/mol

Last column: Mulliken charge in e.
Positions of all 124 atoms, in Å:
Sr -1.723 0.622 -0.496  3.41
Cl -1.056 0.525 2.895  0.31
C -0.268 1.434 4.164  -0.10
C -0.645 1.128 5.465  -0.91
C -0.016 1.769 6.517  -0.55
C 0.988 2.696 6.267  -0.86
C 1.345 2.986 4.963  -0.09
C 0.715 2.375 3.875  -0.37
P 1.186 2.775 2.139  1.76
C 0.695 4.529 1.996  0.40
C -0.040 5.232 2.945  -0.89
C -0.417 6.548 2.708  -0.66
C -0.059 7.177 1.528  -0.70
C 0.669 6.483 0.571  -0.65
C 1.030 5.168 0.801  -0.22
C 3.004 2.882 2.385  0.27
C 3.666 1.682 2.662  -0.68
C 5.038 1.653 2.848  -0.53
C 5.780 2.823 2.730  -0.60
C 5.136 4.016 2.442  -0.66
C 3.755 4.048 2.277  -0.15
H -1.419 0.393 5.639  0.50
H -0.305 1.535 7.533  0.38
H 1.489 3.191 7.088  0.41
H 2.130 3.708 4.771  0.50
H -0.342 4.756 3.868  0.40
H -1.004 7.077 3.449  0.40
H -0.367 8.198 1.341  0.37
H 0.921 6.953 -0.371  0.43
H 1.553 4.617 0.027  -0.06
H 3.093 0.763 2.748  0.24
H 5.532 0.718 3.085  0.49
H 6.854 2.803 2.869  0.37
H 5.706 4.933 2.355  0.43
H 3.262 4.989 2.067  0.36
O 0.801 0.091 -0.735  0.55
S 2.202 0.529 -0.404  1.60
C 2.694 1.740 -1.671  -0.74
C 2.063 1.489 -3.044  0.43
C 0.929 2.476 -3.299  -0.55
C 0.103 2.230 -4.552  -1.00
S -1.092 0.858 -4.357  0.07
O -1.185 0.671 -2.874  -0.31
C -0.128 -0.546 -4.921  0.56
C 0.468 -0.552 -6.175  -0.74
C 1.123 -1.694 -6.610  -0.72
C 1.157 -2.827 -5.807  -0.66
C 0.530 -2.820 -4.569  -0.25
C -0.117 -1.676 -4.121  -0.58
C 3.262 -0.802 -0.957  0.52
C 4.545 -0.868 -0.433  -0.90
C 5.387 -1.894 -0.840  -0.67
C 4.939 -2.840 -1.752  -0.79
C 3.649 -2.764 -2.263  -0.63
C 2.802 -1.741 -1.863  -0.28
H 3.783 1.680 -1.678  0.85
H 2.412 2.717 -1.271  -0.16
H 1.700 0.462 -3.107  -0.64
H 2.832 1.597 -3.814  0.39
H 1.339 3.487 -3.379  0.71
H 0.263 2.500 -2.440  -0.14
H 0.701 2.030 -5.443  0.53
H -0.531 3.096 -4.744  0.53
H 0.420 0.320 -6.817  0.48
H 1.598 -1.702 -7.582  0.39
H 1.660 -3.720 -6.155  0.43
H 0.532 -3.710 -3.951  0.57
H -0.621 -1.653 -3.164  0.27
H 4.877 -0.131 0.290  0.48
H 6.389 -1.959 -0.436  0.46
H 5.596 -3.643 -2.062  0.40
H 3.302 -3.502 -2.975  0.51
H 1.789 -1.671 -2.237  -0.15
O -2.473 4.718 -0.074  -0.67
Cl -1.853 3.887 -1.045  1.87
O -1.208 4.653 -2.069  -0.71
O -2.806 2.963 -1.631  -0.64
O -0.828 3.047 -0.376  -0.29
F -4.562 -1.103 1.892  -0.13
C -5.552 -0.402 1.339  0.45
F -6.118 0.342 2.278  -0.21
F -6.447 -1.257 0.873  -0.20
S -4.866 0.724 0.038  1.23
O -3.785 1.345 0.782  -0.82
O -5.951 1.503 -0.450  -0.64
N -4.186 -0.282 -0.990  -0.39
S -4.478 -0.374 -2.576  0.74
O -4.478 0.899 -3.217  -0.62
O -3.628 -1.425 -3.059  -0.59
C -6.227 -1.026 -2.799  0.43
F -6.180 -2.185 -3.449  -0.21
F -6.834 -1.223 -1.636  -0.17
F -6.935 -0.169 -3.513  -0.21
C 1.426 -2.224 1.849  -1.37
C 0.736 -3.126 0.826  1.90
C 1.154 -4.575 1.039  -1.70
Sb -1.390 -2.702 0.906  -1.39
C -2.219 -3.757 -0.802  1.92
C -3.735 -3.865 -0.640  -1.40
C -1.586 -5.081 -1.209  -1.56
C -1.834 -3.890 2.665  0.58
C -2.027 -5.380 2.401  -1.51
C -3.015 -3.304 3.432  -1.57
H 2.514 -2.334 1.784  0.41
H 1.135 -2.492 2.870  0.51
H 1.175 -1.171 1.708  -0.11
H 1.032 -2.805 -0.176  -0.82
H 0.910 -4.909 2.051  0.34
H 2.240 -4.671 0.924  0.46
H 0.684 -5.264 0.339  0.35
H -2.040 -3.029 -1.601  -0.93
H -4.010 -4.596 0.122  0.24
H -4.189 -4.180 -1.583  0.46
H -4.183 -2.906 -0.370  0.15
H -1.715 -5.846 -0.441  0.22
H -0.517 -4.980 -1.408  0.22
H -2.059 -5.452 -2.124  0.50
H -0.925 -3.752 3.260  0.35
H -2.923 -5.563 1.807  0.26
H -2.153 -5.915 3.348  0.46
H -1.181 -5.824 1.877  0.22
H -3.943 -3.410 2.865  0.34
H -2.880 -2.242 3.644  0.18
H -3.149 -3.828 4.383  0.49